A 16-piece molecular cluster, C61H163N23O25 overall, computed with wB97M-V/def2-TZVPD.

Summary:
Kohn-Sham gap   8.78 eV
Strongest force on any atom   0.0832 hartree/bohr
Total energy   -151353.0325 eV
HOMO   -8.25 eV
Relative energy (zero: lowest compared OMol25 entry of this formula, charge and spin)   37.6 kcal/mol

ORCA input file:
```
! RIJCOSX wB97M-V def2-TZVPD def2/J DEFGRID3
* xyz 0 1
C -0.76 1.01 -3.78
O -0.17 0.16 -3.16
N -1.03 0.94 -5.12
N -1.24 2.20 -3.18
H -0.94 -0.06 -5.57
H -1.89 1.31 -5.41
H -0.92 2.35 -2.25
H -1.71 2.93 -3.65
C -1.55 -4.18 1.28
O -1.50 -4.57 2.46
N -2.38 -3.20 0.87
N -0.66 -4.76 0.28
H -2.25 -2.99 -0.13
H -3.07 -2.80 1.52
H -0.25 -5.58 0.72
H 0.05 -4.00 0.07
C 4.40 -2.29 -0.77
O 5.61 -2.46 -1.05
N 3.60 -1.58 -1.66
N 3.83 -2.50 0.44
H 2.59 -1.64 -1.62
H 3.94 -1.43 -2.58
H 4.19 -3.16 1.11
H 2.83 -2.45 0.43
C 0.41 -1.50 0.52
O 0.86 -2.18 -0.43
N 0.34 -1.92 1.79
N -0.14 -0.24 0.40
H 0.15 -1.32 2.55
H 0.80 -2.81 2.00
H -0.26 0.35 1.22
H 0.09 0.26 -0.42
C 1.66 2.60 -1.13
O 0.46 2.82 -1.13
N 2.19 1.39 -1.53
N 2.62 3.49 -0.68
H 3.03 1.04 -1.08
H 1.54 0.78 -1.97
H 2.47 4.49 -0.79
H 3.62 3.13 -0.93
C -0.76 -3.89 -3.51
O -0.93 -3.85 -4.72
N -0.53 -2.71 -2.80
N -0.82 -5.06 -2.81
H -0.53 -1.78 -3.23
H -0.15 -2.73 -1.89
H -0.80 -5.91 -3.36
H -0.74 -5.09 -1.79
C 2.41 -5.11 2.50
O 2.52 -3.88 2.48
N 3.45 -5.97 2.24
N 1.21 -5.80 2.80
H 4.40 -5.59 2.18
H 3.37 -6.91 2.10
H 0.32 -5.35 2.79
H 1.13 -6.76 2.55
C 1.88 7.05 0.65
O 1.54 6.42 -0.55
C 0.58 7.13 -1.24
C 0.43 6.60 -2.69
N 1.68 6.77 -3.40
C 1.52 6.30 -4.78
C 1.34 4.84 -4.93
O 2.47 4.23 -4.35
C 2.68 2.91 -4.90
H 2.10 6.34 1.43
H 1.00 7.60 0.97
H 2.73 7.73 0.52
H 0.90 8.19 -1.25
H -0.37 6.97 -0.70
H -0.29 7.26 -3.16
H 0.12 5.55 -2.63
H 2.50 6.23 -3.10
H 2.38 6.55 -5.46
H 0.61 6.87 -5.12
H 1.28 4.56 -6.02
H 0.36 4.36 -4.53
H 1.84 2.22 -4.76
H 3.63 2.65 -4.53
H 2.78 3.10 -6.02
C -3.36 -0.59 -2.23
O -4.69 -0.78 -1.90
C -5.60 -1.02 -2.96
C -6.99 -1.10 -2.51
N -7.45 0.22 -2.04
C -8.69 0.30 -1.37
C -9.04 1.71 -1.16
O -8.12 2.14 -0.15
C -8.17 3.41 0.26
H -3.14 0.41 -2.70
H -2.99 -1.35 -2.89
H -2.73 -0.55 -1.31
H -5.22 -1.94 -3.44
H -5.52 -0.19 -3.69
H -7.17 -1.94 -1.86
H -7.59 -1.31 -3.37
H -6.73 0.70 -1.50
H -8.69 -0.18 -0.32
H -9.47 -0.23 -2.03
H -10.10 1.80 -0.77
H -8.91 2.35 -2.03
H -7.53 3.61 1.16
H -9.24 3.64 0.54
H -7.92 4.12 -0.49
C -4.77 2.92 1.36
O -3.76 2.04 0.86
C -2.65 2.73 0.24
C -1.70 3.26 1.32
N -1.29 2.26 2.29
C -0.46 2.82 3.36
C 1.00 2.42 3.14
O 1.24 1.07 3.49
C 2.53 0.79 2.90
H -4.83 3.84 0.76
H -4.59 3.28 2.37
H -5.71 2.40 1.36
H -3.04 3.61 -0.31
H -2.27 1.97 -0.47
H -2.17 4.14 1.87
H -0.79 3.65 0.72
H -2.07 1.74 2.72
H -0.93 2.43 4.38
H -0.45 3.91 3.37
H 1.58 3.10 3.82
H 1.19 2.56 2.09
H 2.82 -0.26 3.14
H 3.20 1.57 3.20
H 2.27 0.89 1.87
C -5.81 2.03 4.61
O -5.01 2.94 5.36
C -3.64 2.77 5.14
C -2.87 4.03 5.58
N -3.06 4.28 6.96
C -2.30 3.63 8.03
C -2.60 4.39 9.28
O -3.95 4.20 9.59
C -4.47 5.06 10.64
H -5.36 1.78 3.61
H -6.76 2.56 4.51
H -6.03 1.12 5.18
H -3.40 2.60 4.07
H -3.32 1.81 5.65
H -3.32 4.89 5.01
H -1.87 3.76 5.29
H -3.97 4.20 7.23
H -1.22 3.55 7.67
H -2.78 2.62 8.22
H -2.32 5.44 9.06
H -1.94 4.08 10.12
H -4.71 6.00 10.16
H -3.73 5.22 11.42
H -5.42 4.65 11.03
C 6.56 1.23 -1.68
O 5.67 2.09 -0.95
C 5.48 1.73 0.38
C 6.46 2.34 1.31
N 6.15 3.76 1.63
C 4.80 3.86 2.27
C 4.69 5.38 2.62
O 3.34 5.51 3.09
C 2.99 6.81 3.62
H 6.61 1.64 -2.65
H 6.26 0.15 -1.66
H 7.59 1.33 -1.32
H 5.48 0.61 0.45
H 4.46 1.94 0.73
H 7.52 2.19 1.03
H 6.26 1.72 2.19
H 6.02 4.13 0.69
H 4.74 3.25 3.21
H 4.02 3.52 1.57
H 4.74 6.05 1.70
H 5.37 5.67 3.47
H 3.46 7.61 3.08
H 3.18 6.80 4.64
H 1.94 7.02 3.43
C 1.78 -1.84 -5.62
O 2.96 -1.80 -4.80
C 3.57 -3.12 -4.52
C 3.01 -4.14 -3.50
N 4.07 -4.89 -2.92
C 4.80 -5.70 -3.85
C 5.59 -6.73 -3.05
O 6.65 -7.30 -3.87
C 7.36 -8.28 -3.19
H 1.56 -0.82 -5.95
H 0.95 -2.28 -5.05
H 2.02 -2.50 -6.50
H 4.58 -2.93 -4.20
H 3.60 -3.64 -5.55
H 2.35 -4.75 -4.06
H 2.45 -3.74 -2.66
H 4.77 -4.26 -2.42
H 5.53 -5.10 -4.43
H 4.10 -6.24 -4.53
H 4.90 -7.53 -2.80
H 6.01 -6.32 -2.15
H 8.22 -7.74 -2.75
H 7.63 -8.99 -3.96
H 6.87 -8.74 -2.34
C -2.40 -2.06 6.40
O -3.20 -1.56 5.29
C -2.30 -1.17 4.20
C -3.23 -0.65 3.06
N -4.13 -1.75 2.66
C -5.27 -1.35 1.85
C -6.14 -2.61 1.77
O -7.40 -2.28 1.03
C -8.09 -3.39 0.74
H -1.40 -1.66 6.34
H -2.42 -3.19 6.31
H -2.76 -1.67 7.39
H -1.75 -2.12 3.93
H -1.64 -0.36 4.54
H -2.64 -0.35 2.21
H -3.75 0.25 3.43
H -4.49 -2.19 3.53
H -5.04 -1.11 0.91
H -5.95 -0.60 2.32
H -6.41 -2.84 2.81
H -5.62 -3.44 1.24
H -8.61 -3.77 1.63
H -7.55 -4.28 0.28
H -8.84 -3.22 -0.01
C 6.37 -5.57 0.49
O 6.15 -5.55 1.87
C 7.11 -4.76 2.60
C 6.64 -3.37 2.91
N 5.60 -3.36 3.87
C 5.88 -2.95 5.25
C 4.57 -2.85 6.01
O 3.78 -1.69 5.71
C 2.72 -1.48 6.58
H 7.15 -6.31 0.36
H 6.60 -4.56 0.00
H 5.46 -5.99 -0.08
H 8.05 -4.74 2.05
H 7.35 -5.34 3.50
H 6.52 -2.75 1.98
H 7.51 -2.86 3.31
H 4.73 -2.93 3.64
H 6.52 -1.99 5.28
H 6.40 -3.79 5.74
H 4.85 -2.77 7.05
H 3.99 -3.75 5.79
H 1.79 -1.91 6.16
H 2.72 -0.36 6.72
H 3.06 -1.98 7.53
C -5.31 -2.43 -7.99
O -3.88 -2.54 -8.15
C -3.33 -3.04 -6.90
C -2.70 -1.89 -6.12
N -1.29 -1.64 -6.47
C -1.00 -1.62 -7.93
C -0.67 -0.26 -8.53
O 0.55 0.32 -8.02
C 0.79 1.70 -8.44
H -5.59 -1.92 -7.02
H -5.78 -3.46 -7.92
H -5.74 -1.99 -8.86
H -2.57 -3.70 -7.17
H -4.15 -3.54 -6.40
H -2.63 -2.25 -5.11
H -3.29 -1.02 -6.24
H -0.77 -2.37 -6.01
H -1.88 -1.94 -8.44
H -0.08 -2.22 -8.10
H -1.46 0.49 -8.35
H -0.58 -0.40 -9.63
H 1.66 1.98 -7.84
H -0.07 2.27 -8.32
H 0.91 1.78 -9.59
*
```

C61H39F4N7O8PS2Ti as an isolated structure, computed with wB97M-V/def2-TZVPD.

Summary:
Kohn-Sham gap   3.95 eV
Strongest force on any atom   0.0565 hartree/bohr
Total energy   -155644.8901 eV
HOMO   -3.73 eV
Relative energy (zero: lowest compared OMol25 entry of this formula, charge and spin)   10.4 kcal/mol

ORCA input file:
```
! RIJCOSX wB97M-V def2-TZVPD def2/J DEFGRID3
* xyz -1 1
Ti 0.09 -0.93 0.10
O -2.57 -2.83 1.96
C -1.89 -1.84 1.89
O -1.58 -1.24 0.72
C -1.31 -1.15 3.08
C -2.01 -1.19 4.27
C -1.50 -0.52 5.37
C -0.30 0.17 5.30
C 0.40 0.18 4.11
C -0.08 -0.48 2.97
O 0.60 -0.53 1.84
N 1.65 0.96 4.09
O 2.14 1.23 5.17
O 2.11 1.27 3.00
N -2.25 -0.51 6.63
O -1.74 0.03 7.59
O -3.34 -1.07 6.63
H -2.95 -1.72 4.33
H 0.09 0.70 6.16
C 1.47 -3.35 2.17
C 0.52 -3.89 1.14
C 0.08 -5.23 1.32
C -0.75 -5.79 0.41
C -1.12 -5.06 -0.75
C -1.89 -5.64 -1.78
C -2.15 -4.93 -2.91
C -1.68 -3.61 -3.04
C -0.96 -2.99 -2.04
S -0.42 -1.34 -2.23
C -0.66 -3.74 -0.87
N 0.13 -3.16 0.12
H 2.24 -4.10 2.37
H 0.95 -3.17 3.11
H 1.95 -2.43 1.85
H 0.41 -5.77 2.20
H -1.12 -6.80 0.54
H -2.25 -6.66 -1.65
H -2.72 -5.37 -3.72
H -1.88 -3.05 -3.94
C -5.30 4.49 -2.84
C -5.45 3.19 -3.28
C -4.75 2.16 -2.67
C -3.90 2.41 -1.60
C -3.74 3.73 -1.18
C -4.44 4.76 -1.79
P -2.90 1.11 -0.74
C -3.97 -0.37 -0.93
C -4.72 -0.95 0.09
C -5.47 -2.09 -0.15
C -5.48 -2.68 -1.40
C -4.72 -2.13 -2.42
C -3.96 -0.99 -2.18
C -3.18 1.66 0.99
C -4.44 1.96 1.51
C -4.57 2.49 2.78
C -3.44 2.77 3.54
C -2.18 2.50 3.03
C -2.06 1.93 1.77
H -5.85 5.30 -3.31
H -6.12 2.96 -4.10
H -4.91 1.14 -3.03
H -3.08 3.96 -0.36
H -4.31 5.77 -1.42
H -4.71 -0.52 1.08
H -6.05 -2.53 0.66
H -6.07 -3.57 -1.58
H -4.70 -2.59 -3.40
H -3.33 -0.59 -2.97
H -5.32 1.81 0.90
H -5.55 2.72 3.17
H -3.54 3.23 4.51
H -1.29 2.75 3.60
H -1.07 1.74 1.36
F 3.41 4.41 2.40
C 2.11 4.64 2.16
C 1.46 5.57 2.96
F 2.21 6.17 3.90
C 0.10 5.89 2.83
C -0.52 5.19 1.78
C 0.13 4.28 0.98
F -0.57 3.71 -0.03
C 1.46 3.93 1.16
C 2.08 2.84 0.40
C 1.34 1.83 -0.12
N 0.76 0.89 -0.53
C 3.48 2.61 0.29
N 4.60 2.41 0.12
F -1.82 5.42 1.49
C -0.59 6.81 3.68
C 0.04 7.51 4.73
N 0.50 8.11 5.60
C -1.96 7.09 3.54
N -3.08 7.37 3.47
O 2.13 -1.40 -0.27
S 3.42 -1.84 -0.88
C 2.88 -2.75 -2.36
C 3.78 -2.71 -3.55
C 3.42 -1.93 -4.64
C 4.23 -1.88 -5.77
C 5.41 -2.59 -5.80
C 5.78 -3.36 -4.71
C 4.97 -3.43 -3.59
C 4.11 -0.34 -1.58
C 5.50 -0.52 -2.12
C 6.46 -1.25 -1.42
C 7.74 -1.41 -1.93
C 8.08 -0.83 -3.14
C 7.14 -0.09 -3.84
C 5.86 0.06 -3.33
H 1.90 -2.29 -2.58
H 2.71 -3.76 -2.00
H 2.49 -1.38 -4.62
H 3.93 -1.27 -6.62
H 6.05 -2.54 -6.67
H 6.71 -3.92 -4.73
H 5.26 -4.03 -2.74
H 4.12 0.36 -0.74
H 3.40 0.02 -2.33
H 6.21 -1.69 -0.46
H 8.47 -1.98 -1.37
H 9.07 -0.96 -3.55
H 7.40 0.38 -4.77
H 5.12 0.65 -3.87
*
```

Which of these has the highest total energy? C61H163N23O25

The highest strongest force on any atom belongs to which entry? C61H163N23O25

The lowest HOMO belongs to which entry? C61H163N23O25